[1]
Here is one molecule with the formula C5H7NO from the OMol25 dataset. Energies are from ωB97M-V with the def2-TZVPD basis set.

Calculated values
- Relative energy (zero: lowest compared OMol25 entry of this formula, charge and spin): 4.154 eV
- Orbital gap: 10.8 eV
- LUMO: 1.06 eV

Geometry as ORCA input:
```
! wB97M-V def2-TZVPD RIJCOSX def2/J DEFGRID3
* xyz 0 1
C -1.9928 0.1651 0.1110
C -0.5150 0.0838 0.1152
N 0.3382 -0.9780 0.5934
C 0.6666 0.3992 0.9830
C 1.6354 0.6569 -0.1747
C 0.6046 -0.2863 -0.7584
O 0.6811 -1.2774 -1.6869
H -2.3156 1.1630 -0.1949
H -2.3692 -0.0459 1.1147
H -2.4156 -0.5696 -0.5822
H 0.7052 -1.8815 -0.8938
H 0.6782 0.6755 2.0246
H 2.6347 0.2165 -0.0923
H 1.6642 1.6788 -0.5587
*
```

[2]
Here is a 7-piece molecular cluster, C20H31BN2O27S6 overall from the OMol25 dataset. Energies are from ωB97M-V with the def2-TZVPD basis set.

Calculated values
- Relative energy (zero: lowest compared OMol25 entry of this formula, charge and spin): 12.131 eV
- SMILES string: NB(O)N1C(=O)c2ccccc2C1=O.O=S1(=O)OCCO1.O=S1(=O)OCCO1.O=S1(=O)OCCO1.O=S1(=O)OCCO1.O=S1(=O)OCCO1.O=S1(=O)OCCO1
- Orbital gap: 7.9 eV
- LUMO: -1.69 eV

Geometry as ORCA input:
```
! wB97M-V def2-TZVPD RIJCOSX def2/J DEFGRID3
* xyz 0 1
N 6.5325 3.8026 1.5772
B 5.0085 3.8547 1.7937
O 4.5180 3.8110 3.1889
N 4.1326 3.9890 0.5473
C 3.4054 2.7348 0.0804
O 3.9694 1.6695 -0.5040
C 1.8058 2.8566 0.4238
C 0.5498 1.8192 0.2371
C -0.9549 2.3479 0.7293
C -1.1571 3.8535 1.4288
C 0.1423 4.8916 1.6071
C 1.5916 4.3480 1.0695
C 3.0836 5.0233 1.0082
O 3.4654 6.2801 1.2482
H 7.0075 4.0882 2.4702
H 6.8269 2.8324 1.3171
H 3.6069 3.3858 3.2413
H 0.7236 0.7708 -0.2532
H -1.9064 1.6489 0.5892
H -2.2296 4.1797 1.7978
H 0.0645 5.9572 2.0853
O -1.5868 -1.4128 -0.7969
S -1.1346 -2.5782 -1.5239
O -1.9410 -3.2481 -2.5175
O -0.6190 -3.6838 -0.4423
C 0.7479 -4.0002 -0.7004
C 1.3434 -2.7472 -1.3368
O 0.3171 -2.2349 -2.1836
H 0.7764 -4.8464 -1.3945
H 1.2576 -4.2743 0.2271
H 2.2470 -2.9617 -1.9125
H 1.5664 -1.9884 -0.5793
O 2.2610 2.6188 7.8736
S 3.6142 2.8812 8.3108
O 4.1623 2.3494 9.5368
O 3.8505 4.4942 8.2932
C 4.9387 4.8060 7.4249
C 4.9543 3.6971 6.3762
O 4.6260 2.5060 7.0877
H 5.8593 4.8013 8.0173
H 4.7992 5.7943 6.9786
H 5.9269 3.5990 5.8882
H 4.1817 3.8611 5.6177
O 2.4459 -4.5690 -4.0130
S 2.0980 -4.9174 -5.3727
O 2.3151 -6.2330 -5.9282
O 2.7717 -3.8159 -6.3681
C 1.7502 -3.1793 -7.1338
C 0.4967 -3.2308 -6.2644
O 0.5403 -4.5027 -5.6218
H 1.6123 -3.7493 -8.0583
H 2.0405 -2.1542 -7.3793
H -0.4203 -3.1253 -6.8489
H 0.5238 -2.4590 -5.4878
O -4.3895 -4.1883 -4.7354
S -4.4559 -4.6496 -3.3665
O -3.3936 -4.4358 -2.4114
O -4.8281 -6.2368 -3.3823
C -6.0365 -6.4491 -2.6543
C -6.8261 -5.1496 -2.7867
O -5.8512 -4.1117 -2.7152
H -5.7747 -6.6466 -1.6098
H -6.5807 -7.3060 -3.0604
H -7.5720 -5.0331 -1.9968
H -7.3174 -5.0847 -3.7632
O -2.7292 6.8480 9.6658
S -2.2769 5.6827 8.9388
O -3.0834 5.0128 7.9452
O -1.7614 4.5771 10.0204
C -0.3945 4.2606 9.7623
C 0.2011 5.5136 9.1259
O -0.8252 6.0260 8.2791
H -0.3660 3.4145 9.0682
H 0.1152 3.9866 10.6899
H 1.1046 5.2992 8.5502
H 0.4240 6.2725 9.8834
O -2.8319 -2.1839 -10.4096
S -2.8982 -2.6452 -9.0407
O -1.8359 -2.4314 -8.0856
O -3.2705 -4.2324 -9.0565
C -4.4789 -4.4448 -8.3286
C -5.2684 -3.1452 -8.4609
O -4.2936 -2.1073 -8.3894
H -4.2170 -4.6422 -7.2840
H -5.0231 -5.3016 -8.7346
H -6.0143 -3.0288 -7.6710
H -5.7598 -3.0804 -9.4375
*
```

[3]
Here is a 3-piece molecular cluster, C34H43N2O10PS5 overall from the OMol25 dataset. Energies are from ωB97M-V with the def2-TZVPD basis set.

Calculated values
- Orbital gap: 7.2 eV
- LUMO: -0.99 eV

Geometry as ORCA input:
```
! wB97M-V def2-TZVPD RIJCOSX def2/J DEFGRID3
* xyz 0 1
C 1.7756 5.5610 -4.2453
C 1.7590 4.3922 -5.2218
O 2.7538 4.0879 -5.8378
O 0.6060 3.6516 -5.4234
C 0.2407 2.8859 -4.2647
C -1.0372 3.5055 -3.6555
C -1.3066 3.0074 -2.2538
C -1.8626 1.8382 -1.9328
C -2.2939 0.7866 -2.9262
C -1.7359 -0.6216 -2.5963
C -0.3248 -0.9317 -3.1456
S 0.8071 -0.8690 -1.7084
C 2.4508 -0.6557 -2.4271
S 2.8923 0.7295 -3.1326
N 3.4147 -1.7074 -2.3577
C 3.5496 -2.4199 -3.6071
C 4.7833 -2.3816 -4.2156
C 4.9635 -3.0033 -5.4203
C 3.9494 -3.6639 -6.0679
C 2.7224 -3.7218 -5.4550
C 2.5419 -3.0941 -4.2503
C 3.2478 -2.5553 -1.1944
C 2.3902 -3.6279 -1.0755
C 2.3066 -4.3159 0.1062
C 3.0417 -3.9642 1.2079
C 3.9111 -2.9038 1.0800
C 4.0013 -2.2146 -0.0970
C -2.0526 1.5296 -0.4600
O -3.0145 0.9193 -0.0543
C -0.9363 2.0506 0.4503
P -0.4804 1.0185 1.8820
O -1.7020 -0.0092 2.2003
O 0.7445 0.0718 1.3670
S -0.0542 1.9620 3.4950
C -0.3777 3.2264 0.1208
N 0.6943 3.7657 0.8582
C 1.9490 2.9868 0.6548
C 2.8957 3.0448 1.8376
O 2.1529 2.3587 -0.3481
C 1.0291 5.1475 0.4563
C 0.7896 6.3197 1.3822
O 1.5478 5.3321 -0.6209
C -0.9761 3.9124 -1.0845
O -1.2360 5.0938 -1.1509
H 0.9090 5.5503 -3.5847
H 1.8465 6.4861 -4.8209
H 2.6983 5.4774 -3.6693
H 0.0135 1.8721 -4.5874
H 1.0275 2.9388 -3.5092
H -0.9429 4.5907 -3.5982
H -1.8880 3.2174 -4.2779
H -3.3864 0.6808 -2.8851
H -2.0627 1.0680 -3.9543
H -2.4242 -1.3277 -3.0688
H -1.7227 -0.7856 -1.5154
H -0.3369 -1.9667 -3.5005
H -0.0091 -0.3112 -3.9859
H 5.5881 -1.8479 -3.7246
H 5.9373 -2.9402 -5.8972
H 4.1172 -4.1318 -7.0300
H 1.8979 -4.2315 -5.9400
H 1.5538 -3.1413 -3.8016
H 1.7620 -3.9341 -1.8998
H 1.6149 -5.1521 0.1319
H 2.9287 -4.5117 2.1351
H 4.4918 -2.6191 1.9512
H 4.6840 -1.3718 -0.1444
H -1.3531 -0.9099 2.2233
H 0.4818 -0.8584 1.3721
H 3.2629 2.0553 2.1034
H 3.7407 3.7088 1.6191
H 2.3762 3.4903 2.6875
H 0.8331 7.2312 0.7889
H -0.1794 6.2192 1.8742
H 1.6249 6.3598 2.0897
C -2.4476 -4.3581 5.7606
S -2.1419 -3.5613 4.1859
O -0.8076 -4.0185 3.6965
C -1.9196 -1.9102 4.8543
H -2.5771 -5.4248 5.5852
H -1.5975 -4.1993 6.4257
H -3.3584 -3.9420 6.1978
H -1.1038 -1.9068 5.5778
H -2.8446 -1.5811 5.3284
H -1.6775 -1.2444 4.0335
C -7.1232 -1.3359 6.8291
S -5.9558 -2.3879 7.7010
O -5.1517 -3.1007 6.6688
C -7.1750 -3.5536 8.3212
H -6.5626 -0.5503 6.3262
H -7.6704 -1.9238 6.0920
H -7.8127 -0.8890 7.5453
H -7.7187 -3.9975 7.4872
H -7.8629 -3.0361 8.9898
H -6.6512 -4.3325 8.8715
*
```

[4]
Here is C22H15I2N5OSSbScSe4 as an isolated structure from the OMol25 dataset. Energies are from ωB97M-V with the def2-TZVPD basis set.

Calculated values
- Orbital gap: 4.5 eV
- LUMO: 3.20 eV

Geometry as ORCA input:
```
! wB97M-V def2-TZVPD RIJCOSX def2/J DEFGRID3
* xyz -2 1
Sc 1.3940 -0.5499 0.0772
N 1.5793 -0.9786 -4.2362
C 0.7756 -0.8531 -3.1404
S 0.2305 -2.2149 -2.2897
N 0.4577 0.4265 -2.8628
N 0.1623 0.6289 -1.5772
C -0.6672 1.5797 -1.2794
C -1.4054 2.3552 -2.3158
C -0.7192 3.0580 -3.3063
C -1.4092 3.7828 -4.2660
C -2.7989 3.8129 -4.2632
C -3.4928 3.1073 -3.2898
C -2.7972 2.3853 -2.3266
C -0.8487 1.8882 0.1493
C -1.6390 2.9622 0.5744
C -1.7959 3.1939 1.9273
C -1.1635 2.3618 2.8381
C -0.3586 1.3538 2.3355
N -0.1945 1.1313 1.0367
H 2.0015 -1.8924 -4.2921
H 2.2429 -0.2062 -4.3146
H 0.3621 3.0109 -3.3254
H -0.8553 4.3175 -5.0286
H -3.3353 4.3731 -5.0204
H -4.5766 3.1088 -3.2845
H -3.3387 1.8227 -1.5739
H -2.1113 3.6037 -0.1550
H -2.4035 4.0252 2.2666
H -1.2610 2.4981 3.9065
H 0.2077 0.7056 2.9911
I -3.3643 -2.5730 0.8795
C -1.6292 -3.0983 1.8881
C -1.6682 -4.0904 2.8917
C -0.5481 -4.4482 3.5888
I -0.7096 -5.9255 5.0570
C 0.7025 -3.8222 3.3114
C 1.9365 -4.0866 3.9464
C 3.0592 -3.4108 3.5580
C 2.9790 -2.4548 2.5261
N 1.8461 -2.1831 1.9333
C 0.7258 -2.8426 2.3055
C -0.4480 -2.4367 1.5644
O -0.3191 -1.5214 0.6886
H -2.6112 -4.5744 3.1069
H 1.9823 -4.8282 4.7341
H 4.0147 -3.6036 4.0283
H 3.8426 -1.9099 2.1616
Se 4.2366 1.2464 -3.6850
Sb 4.5761 0.6075 -1.3451
Se 3.4877 -1.6958 -0.9308
Se 3.0018 0.8776 1.9419
Se 2.6650 1.9757 -0.1050
*
```